(1)
C25H23N3O4STl | ωB97M-V/def2-TZVPD

Summary:
Kohn-Sham gap (spin up / spin down), eV: 4.2 / 4.1
Energy above the lowest of the compared OMol25 structures with the same formula, charge and spin, kcal/mol: 8.9
Calculated total energy, eV: -54486.6340
Net charge: -1

Structure (XYZ):
```
57
Properties=species:S:1:pos:R:3:forces:R:3
Tl -0.216 -0.045 0.285 -0.161 -0.621 0.239
O 1.591 -4.328 0.195 0.096 -0.253 0.061
C 1.105 -3.071 0.435 -0.164 -0.102 -0.036
O 1.110 -2.252 -0.492 0.073 0.273 0.037
C 0.585 -2.829 1.759 0.252 -0.068 -0.610
C 0.290 -3.873 2.610 0.067 -0.381 0.158
C -0.347 -3.611 3.834 0.038 -0.190 -0.086
C -0.722 -2.314 4.109 -0.081 0.125 0.334
C -0.399 -1.277 3.234 -0.423 0.769 -0.053
N 0.351 -1.513 2.071 -0.135 0.709 -0.781
C -0.885 0.038 3.371 0.060 -0.541 0.206
O -1.705 0.303 4.451 -0.064 0.132 0.184
O -0.703 0.963 2.533 -0.011 0.211 -0.480
H 1.897 -4.336 -0.723 -0.189 0.202 0.129
H 0.532 -4.880 2.303 0.032 -0.029 0.017
H -0.589 -4.417 4.511 -0.046 -0.067 0.056
H -1.276 -2.071 5.004 -0.043 0.009 0.069
H -2.020 1.210 4.326 0.212 -0.187 -0.109
S 3.245 3.204 -0.341 -0.451 -0.620 0.117
C 3.939 1.788 0.353 -0.126 0.277 -0.220
C 3.044 0.769 0.461 0.343 -0.071 0.038
C 1.755 1.093 -0.011 -1.396 0.232 -0.075
C 1.686 2.384 -0.467 1.412 -0.576 0.421
C 0.530 3.059 -0.976 -1.168 0.473 -0.437
C 0.583 4.339 -1.549 0.105 -0.317 0.171
C -0.577 4.924 -2.002 -0.449 -0.211 0.005
C -1.779 4.227 -1.876 0.313 0.284 -0.053
C -1.742 2.969 -1.300 -0.389 0.111 -0.159
N -0.637 2.391 -0.876 0.674 0.437 0.141
H 4.977 1.803 0.628 0.167 -0.071 0.082
H 3.298 -0.195 0.867 0.027 -0.150 0.101
H 1.534 4.846 -1.626 0.056 0.069 -0.032
H -0.561 5.907 -2.452 0.032 0.057 -0.011
H -2.710 4.655 -2.215 -0.087 -0.014 0.002
H -2.648 2.390 -1.175 -0.101 -0.069 -0.027
C -4.523 -1.763 3.178 0.026 0.028 -0.014
N -4.307 -1.718 1.747 -0.164 0.160 -0.048
C -3.526 -2.861 1.314 0.002 -0.022 -0.048
C -3.649 -0.470 1.364 0.007 -0.120 0.085
C -3.581 -0.333 -0.131 0.291 0.042 0.140
C -4.778 -0.214 -0.831 -0.011 0.001 -0.033
C -4.786 -0.109 -2.208 -0.164 0.015 -0.042
C -3.587 -0.142 -2.900 0.073 0.000 -0.159
C -2.393 -0.254 -2.205 0.166 -0.070 -0.030
C -2.369 -0.347 -0.818 1.235 0.313 0.636
H -5.056 -2.682 3.424 -0.019 -0.008 0.086
H -5.138 -0.910 3.469 -0.039 0.018 0.101
H -3.585 -1.729 3.751 0.008 0.001 0.025
H -4.042 -3.773 1.614 0.012 -0.089 -0.013
H -2.516 -2.869 1.748 0.085 -0.021 0.033
H -3.440 -2.845 0.229 0.062 -0.092 -0.049
H -2.636 -0.417 1.786 -0.061 0.050 0.011
H -4.234 0.359 1.778 0.045 -0.040 0.064
H -5.706 -0.209 -0.274 -0.079 -0.018 0.040
H -5.721 0.000 -2.742 -0.041 -0.014 -0.021
H -3.581 -0.068 -3.981 0.016 -0.001 -0.056
H -1.461 -0.268 -2.754 0.072 0.035 -0.107
```
Positions in Å, forces in eV/Å.

(2)
C44H96ClF3GaO3 | ωB97M-V/def2-TZVPD

Summary:
Kohn-Sham gap, eV: 6.9
Calculated total energy, eV: -126379.8036
Net charge: -1

Structure (XYZ):
```
148
Properties=species:S:1:pos:R:3:forces:R:3
C 4.765 -0.220 6.141 -0.256 0.428 0.251
C 5.465 1.128 6.022 0.143 -0.285 -0.208
O 4.577 2.172 6.348 -0.084 0.066 0.126
C 4.362 3.122 5.309 0.268 0.060 -0.228
C 3.667 2.565 4.070 -0.462 0.227 -0.474
Ga 1.627 2.651 4.131 0.040 -0.278 1.068
C 1.021 1.051 5.242 -0.575 0.174 -0.713
C -0.453 0.672 5.023 0.178 -0.382 0.381
C -0.748 -0.830 5.091 0.056 0.209 -0.323
Cl 0.123 -1.676 6.420 -0.066 -0.089 0.105
C 1.012 4.373 5.042 0.030 -0.029 -0.601
C -0.020 5.212 4.270 0.202 0.888 1.124
C -1.430 4.789 4.418 0.143 0.216 -0.029
F -2.314 5.476 3.634 0.140 -0.592 -0.777
C -1.959 3.805 5.130 -0.353 -0.207 -0.010
F -1.614 3.441 6.356 0.557 -0.518 -0.323
F -3.018 3.103 4.726 -0.466 0.551 0.449
O 0.850 2.449 2.410 0.210 0.058 0.089
C 1.689 1.895 1.456 -0.300 0.383 -0.263
C 0.924 0.999 0.480 0.477 -0.361 0.619
C 0.408 -0.214 1.242 -0.116 0.045 0.037
O 1.832 0.552 -0.539 -0.226 0.080 -0.322
H 5.351 -1.027 5.701 0.000 -0.040 0.055
H 4.554 -0.427 7.192 0.101 -0.158 -0.011
H 3.790 -0.139 5.659 0.071 -0.161 -0.182
H 5.855 1.244 5.005 -0.062 0.107 -0.005
H 6.331 1.169 6.696 -0.033 0.050 0.036
H 3.781 3.921 5.775 -0.072 -0.061 0.042
H 5.328 3.581 5.036 0.068 -0.115 0.092
H 3.952 1.527 3.870 0.176 0.029 0.111
H 4.002 3.132 3.191 0.102 0.008 0.049
H 1.176 1.255 6.303 0.310 -0.233 0.000
H 1.634 0.204 4.916 0.147 0.017 0.257
H -0.783 0.987 4.026 -0.193 0.058 0.088
H -1.087 1.144 5.775 0.017 0.215 -0.116
H -0.433 -1.309 4.164 0.062 -0.147 0.102
H -1.803 -1.037 5.259 -0.018 -0.007 -0.069
H 1.892 5.011 5.169 0.029 -0.039 0.019
H 0.667 4.134 6.049 -0.042 0.082 -0.001
H 0.049 6.263 4.592 -0.074 0.043 -0.117
H 0.208 5.228 3.201 -0.193 -0.215 -0.054
H 2.182 2.691 0.864 0.067 -0.075 -0.059
H 2.497 1.270 1.881 -0.013 0.008 0.052
H 0.098 1.557 0.034 0.092 0.051 -0.119
H 0.056 0.101 2.225 -0.102 0.064 -0.061
H -0.406 -0.729 0.728 0.079 -0.058 -0.068
H 1.241 -0.904 1.391 -0.041 -0.065 -0.039
H 2.702 0.909 -0.332 -0.054 0.035 -0.002
C 2.050 -5.130 6.665 0.030 0.006 0.065
C 3.475 -4.653 6.927 -0.044 0.032 -0.039
C 4.438 -4.944 5.777 0.034 0.006 0.005
C 4.630 -6.427 5.457 -0.028 0.000 -0.012
C 5.125 -7.278 6.625 0.064 -0.019 -0.035
C 6.497 -6.859 7.144 -0.040 -0.046 0.051
H 1.997 -6.214 6.541 0.018 0.001 -0.016
H 1.395 -4.862 7.494 -0.031 0.014 -0.029
H 1.648 -4.662 5.765 -0.020 -0.016 0.000
H 3.848 -5.101 7.854 0.025 0.006 -0.006
H 3.458 -3.574 7.095 -0.001 -0.001 0.016
H 5.407 -4.489 6.002 0.005 -0.009 -0.007
H 4.074 -4.439 4.877 -0.012 0.009 0.010
H 5.342 -6.515 4.629 0.007 -0.009 0.007
H 3.690 -6.846 5.088 -0.008 0.016 0.004
H 5.173 -8.321 6.300 -0.018 -0.005 0.015
H 4.400 -7.249 7.444 -0.018 0.009 -0.014
H 7.245 -6.912 6.350 -0.002 0.041 -0.006
H 6.825 -7.514 7.954 0.014 0.005 -0.002
H 6.487 -5.840 7.532 0.008 0.007 -0.016
C -1.142 -3.871 1.175 -0.083 0.060 -0.023
C -2.311 -4.379 0.338 0.036 -0.046 0.063
C -2.014 -5.689 -0.392 -0.026 -0.008 -0.035
C -0.868 -5.615 -1.403 0.027 0.000 0.020
C -1.047 -4.566 -2.500 -0.011 -0.063 -0.049
C -2.269 -4.815 -3.378 0.032 0.077 -0.018
H -0.270 -3.645 0.559 0.014 0.000 0.019
H -1.413 -2.954 1.699 0.040 -0.003 0.025
H -0.849 -4.610 1.924 0.031 -0.006 -0.017
H -2.608 -3.609 -0.380 -0.012 -0.013 -0.012
H -3.174 -4.536 0.990 -0.014 0.020 -0.014
H -2.924 -6.031 -0.894 0.010 -0.003 -0.015
H -1.773 -6.460 0.348 0.000 0.013 0.013
H -0.751 -6.599 -1.869 -0.002 0.007 -0.014
H 0.071 -5.419 -0.878 -0.012 0.003 0.020
H -0.152 -4.565 -3.127 0.005 0.024 0.008
H -1.109 -3.567 -2.061 0.018 -0.007 0.021
H -2.212 -5.797 -3.855 -0.034 -0.017 0.027
H -2.339 -4.066 -4.169 -0.016 -0.011 -0.008
H -3.195 -4.771 -2.803 -0.007 -0.015 -0.008
C -5.791 -6.364 -4.023 -0.093 -0.033 -0.004
C -6.170 -7.613 -4.811 0.061 0.009 0.047
C -5.010 -8.189 -5.622 -0.014 -0.034 -0.030
C -4.448 -7.253 -6.694 0.014 0.029 0.025
C -5.466 -6.774 -7.727 0.028 -0.043 -0.052
C -6.079 -7.904 -8.548 -0.037 0.066 -0.002
H -5.483 -5.549 -4.680 0.027 0.006 0.018
H -6.633 -6.005 -3.430 0.015 0.011 0.013
H -4.967 -6.576 -3.339 0.025 0.034 -0.017
H -7.017 -7.390 -5.467 0.008 -0.021 -0.019
H -6.520 -8.381 -4.116 -0.022 0.003 -0.008
H -5.330 -9.127 -6.085 0.007 0.006 -0.016
H -4.199 -8.455 -4.937 -0.010 0.007 0.015
H -3.633 -7.769 -7.213 -0.006 0.001 -0.010
H -3.992 -6.382 -6.215 0.000 -0.009 0.016
H -4.969 -6.074 -8.404 -0.013 0.019 0.011
H -6.261 -6.206 -7.236 0.015 0.009 0.017
H -5.304 -8.465 -9.075 -0.002 -0.029 0.026
H -6.771 -7.513 -9.295 0.001 -0.013 -0.007
H -6.635 -8.603 -7.921 0.013 -0.012 -0.001
C -1.738 4.983 0.227 0.020 -0.052 -0.071
C -0.247 5.277 0.110 -0.072 0.029 0.082
C 0.069 6.753 -0.123 0.030 -0.002 0.000
C -0.492 7.335 -1.421 -0.026 0.008 0.018
C -0.042 6.616 -2.691 0.043 0.081 -0.055
C 1.466 6.667 -2.918 -0.036 -0.054 -0.055
H -2.276 5.230 -0.691 -0.004 0.009 0.003
H -1.903 3.925 0.431 -0.004 0.008 0.038
H -2.182 5.551 1.048 -0.003 0.000 -0.015
H 0.186 4.666 -0.689 0.036 0.000 0.016
H 0.239 4.955 1.033 0.064 -0.096 -0.045
H 1.154 6.892 -0.098 -0.001 0.012 -0.013
H -0.325 7.335 0.717 -0.008 -0.016 0.008
H -0.198 8.389 -1.489 0.008 -0.003 -0.017
H -1.585 7.332 -1.382 0.001 -0.016 0.017
H -0.541 7.079 -3.548 -0.035 -0.017 0.011
H -0.372 5.574 -2.671 -0.024 0.007 0.020
H 1.814 7.701 -2.977 0.013 -0.001 0.041
H 1.737 6.172 -3.853 0.013 0.004 0.002
H 2.011 6.170 -2.116 0.004 0.012 0.006
C -2.314 6.235 -6.490 0.045 -0.063 -0.021
C -0.820 6.520 -6.606 -0.045 0.005 0.057
C -0.498 7.992 -6.859 0.040 0.008 -0.002
C -1.054 8.557 -8.168 -0.032 -0.003 0.010
C -0.603 7.819 -9.428 0.041 0.057 -0.025
C 0.906 7.860 -9.649 -0.038 -0.053 -0.040
H -2.845 6.470 -7.414 -0.010 0.021 0.010
H -2.492 5.182 -6.270 -0.013 0.006 0.015
H -2.759 6.822 -5.683 -0.012 0.020 -0.020
H -0.388 5.896 -7.393 0.020 0.020 -0.007
H -0.331 6.217 -5.677 0.025 -0.027 -0.022
H 0.587 8.127 -6.833 -0.001 0.008 -0.009
H -0.892 8.588 -6.030 -0.002 -0.014 0.009
H -0.755 9.607 -8.248 0.006 -0.003 -0.011
H -2.146 8.558 -8.131 0.001 -0.007 0.016
H -1.100 8.271 -10.291 -0.013 -0.020 -0.003
H -0.939 6.779 -9.395 -0.018 0.005 0.016
H 1.261 8.891 -9.719 0.013 -0.001 0.037
H 1.178 7.353 -10.576 0.013 0.006 0.001
H 1.447 7.371 -8.838 0.005 0.015 0.007
```
Positions in Å, forces in eV/Å.